# C27H56Ag2Br2F3NO9S

C27H56Ag2Br2F3NO9S as an isolated structure in a non-equilibrium geometry (wB97M-V/def2-TZVPD, the OMol25 dataset).

```
101
Properties=species:S:1:pos:R:3:mulliken_charge:R:1
N 4.623 -0.694 2.470 -0.11
H 4.653 -1.703 2.468 0.40
H 3.917 -0.456 1.788 -0.05
H 5.538 -0.275 2.374 0.42
H 4.316 -0.499 3.412 0.24
Ag 1.890 -2.490 4.622 0.21
Ag 0.984 0.872 5.054 0.54
C -0.270 0.026 0.564 0.07
F -0.389 1.376 0.412 -0.18
F -1.426 -0.470 0.983 -0.03
F 0.048 -0.426 -0.603 0.12
S 1.218 -0.291 1.855 -0.13
O 2.437 -0.298 1.035 -0.21
O 1.186 0.871 2.748 -0.21
O 0.948 -1.585 2.547 -0.05
Br -3.566 4.233 0.561 -0.17
C -3.970 2.316 0.762 0.21
C -4.652 1.996 2.120 -0.48
Br -5.258 0.115 2.128 -0.17
H -3.069 1.722 0.604 -0.25
H -4.625 2.121 -0.087 0.16
H -5.558 2.574 2.303 0.46
H -3.984 2.229 2.950 0.22
C 0.723 -5.190 -4.194 -0.42
C 1.707 -4.236 -4.229 -0.73
C 1.335 -2.897 -3.971 -0.18
C 0.043 -2.505 -3.616 -0.53
C -0.822 -3.559 -3.361 0.07
C -0.512 -4.868 -3.640 -0.75
H 0.900 -6.226 -4.443 0.36
H 2.728 -4.551 -4.385 0.45
H 2.061 -2.111 -4.121 0.54
H -0.110 -1.461 -3.387 0.36
H -1.783 -3.356 -2.912 0.44
H -1.210 -5.667 -3.439 0.40
C -3.254 -0.339 -2.307 -0.22
C -4.379 -0.739 -1.574 -0.38
C -5.634 -0.153 -1.804 -0.73
C -5.781 0.890 -2.752 -0.34
C -4.690 1.263 -3.547 -0.76
C -3.446 0.640 -3.285 -0.21
H -2.273 -0.751 -2.124 0.58
H -4.292 -1.499 -0.812 0.43
H -6.480 -0.454 -1.205 0.41
H -6.716 1.404 -2.918 0.39
H -4.714 2.062 -4.273 0.41
H -2.637 1.057 -3.867 0.35
C -0.432 3.262 -3.117 -0.28
C -0.621 4.233 -1.918 0.07
O 0.375 3.856 -0.977 -0.45
H 0.554 3.312 -3.579 0.23
H -1.167 3.261 -3.921 0.47
H -0.404 2.294 -2.616 -0.37
H -1.599 4.238 -1.435 -0.12
H -0.386 5.276 -2.129 0.29
H 0.152 2.998 -0.610 0.16
C 4.302 2.577 0.929 -0.43
C 4.024 3.384 2.198 -0.20
O 3.585 2.519 3.204 -0.47
H 3.429 2.301 0.339 -0.16
H 4.841 1.643 1.088 0.02
H 4.843 3.231 0.245 0.52
H 3.232 4.108 2.010 0.15
H 4.897 3.983 2.459 0.41
H 2.679 2.327 2.952 0.14
C 1.394 -4.452 0.266 -0.70
C 2.429 -4.404 -0.953 0.39
O 3.716 -4.785 -0.539 -0.58
H 0.441 -4.002 -0.014 0.20
H 1.724 -3.751 1.033 0.01
H 1.340 -5.466 0.662 0.45
H 2.413 -3.466 -1.508 -0.31
H 2.119 -5.116 -1.719 0.27
H 4.180 -5.013 -1.348 0.35
C 2.887 -0.275 -2.126 -0.62
C 2.132 0.989 -2.436 0.26
O 3.016 1.915 -2.938 -0.63
H 3.436 -0.722 -2.955 0.44
H 2.284 -1.110 -1.770 -0.12
H 3.621 -0.101 -1.340 0.08
H 1.609 1.451 -1.598 -0.13
H 1.385 0.847 -3.217 0.33
H 3.341 2.472 -2.227 0.37
C 0.131 4.524 3.123 -0.55
C -0.647 4.169 4.334 -0.31
O 0.096 3.540 5.285 -0.55
H 0.454 3.607 2.630 -0.28
H 1.103 4.970 3.333 0.36
H -0.415 5.140 2.409 0.38
H -1.604 3.728 4.053 0.26
H -0.786 5.122 4.844 0.36
H -0.478 3.206 5.978 0.36
C -2.524 -3.042 3.725 -0.88
C -2.311 -3.647 2.321 0.07
O -0.915 -3.870 2.204 -0.40
H -3.569 -2.782 3.899 0.34
H -1.885 -2.163 3.815 0.10
H -2.217 -3.678 4.555 0.32
H -2.624 -3.006 1.497 -0.04
H -2.900 -4.555 2.196 0.36
H -0.437 -3.092 2.499 0.14
```

Values from the calculation:
* expectation value of S²: 0.753
* total charge: +1
* frontier orbital gap (alpha / beta): 5.8 / 5.8 eV
* molecular weight: 1003.35 g mol⁻¹
* LUMO (alpha / beta): -0.15999 / -0.18765 Eh
* largest force on an atom: 4.32 eV/Å
* spin multiplicity: 2

---

# C6H32O9

A 10-piece molecular cluster, C6H32O9 overall in a non-equilibrium geometry (wB97M-V/def2-TZVPD, the OMol25 dataset).

```
47
Properties=species:S:1:pos:R:3:nbo_charge:R:1
C -1.286 0.271 1.044 -0.61
C -0.608 -0.409 -0.160 -0.41
C -1.520 -0.464 -1.356 -0.40
C -0.999 -1.134 -2.619 -0.39
C -0.604 -2.629 -2.347 -0.38
C 0.884 -2.771 -2.737 -0.62
H -2.364 0.259 0.952 0.21
H -0.972 -0.123 1.996 0.24
H -0.967 1.320 1.108 0.20
H 0.262 0.111 -0.549 0.18
H -0.203 -1.389 0.191 0.20
H -2.505 -0.894 -1.148 0.20
H -1.818 0.580 -1.637 0.20
H -0.097 -0.639 -2.959 0.18
H -1.714 -1.195 -3.452 0.21
H -0.696 -2.865 -1.302 0.17
H -1.164 -3.336 -2.957 0.20
H 1.556 -2.204 -2.067 0.20
H 1.058 -2.370 -3.751 0.20
H 1.433 -3.715 -2.648 0.22
O 1.005 -0.514 3.519 -1.00
H 0.429 -0.293 4.254 0.48
H 1.699 0.180 3.516 0.50
O -0.829 -3.127 1.444 -0.99
H -0.713 -3.136 0.496 0.46
H 0.038 -3.068 1.881 0.51
O 1.762 2.713 0.626 -1.00
H 1.583 3.467 -0.040 0.49
H 2.335 2.185 0.053 0.45
O 1.639 2.450 -2.956 -0.97
H 1.614 1.668 -2.399 0.50
H 0.854 2.714 -3.468 0.50
O -3.027 -1.588 2.579 -0.95
H -2.720 -1.918 1.742 0.48
H -2.643 -2.202 3.200 0.47
O 2.466 1.839 3.274 -0.98
H 1.908 2.534 2.964 0.51
H 3.160 1.528 2.676 0.49
O 1.724 -2.539 1.980 -0.97
H 2.316 -2.525 2.741 0.48
H 1.390 -1.621 1.973 0.50
O 0.866 4.426 -1.155 -0.97
H -0.048 4.123 -0.957 0.50
H 1.211 3.688 -1.696 0.48
O -1.790 3.986 -0.192 -0.97
H -1.695 3.781 0.741 0.50
H -2.211 4.842 -0.396 0.49
```

Values from the calculation:
* total charge: 0
* frontier orbital gap: 10.5 eV
* molecular weight: 248.31 g mol⁻¹
* LUMO: 0.00395 Eh
* largest force on an atom: 2.46 eV/Å
* structure (SMILES): CCCCCC.O.O.O.O.O.O.O.O.O

---

# C5H14

A 2-piece molecular cluster, C5H14 overall in a non-equilibrium geometry (wB97M-V/def2-TZVPD, the OMol25 dataset).

```
19
Properties=species:S:1:pos:R:3:nbo_charge:R:1
C -1.880 -2.048 0.254 -0.60
C -0.713 -1.072 0.497 -0.39
C 0.576 -1.617 1.076 -0.62
H -2.530 -1.663 -0.528 0.21
H -2.471 -2.068 1.163 0.20
H -1.533 -3.033 -0.036 0.20
H -0.528 -0.662 -0.490 0.19
H -1.078 -0.245 1.101 0.19
H 1.267 -2.067 0.368 0.21
H 1.156 -0.753 1.418 0.21
H 0.435 -2.331 1.887 0.20
C 1.074 1.837 -0.272 -0.63
C 0.872 2.724 -1.517 -0.62
H 1.899 2.100 0.380 0.21
H 0.182 1.907 0.364 0.20
H 0.980 0.826 -0.647 0.21
H 1.736 3.390 -1.644 0.20
H -0.012 3.355 -1.506 0.21
H 0.933 2.165 -2.450 0.20
```

Values from the calculation:
* total charge: 0
* frontier orbital gap: 12.3 eV
* molecular weight: 74.17 g mol⁻¹
* LUMO: 0.04079 Eh
* largest force on an atom: 2.03 eV/Å
* structure (SMILES): CCC.CC

---

# C32H46N14O2

A 13-piece molecular cluster, C32H46N14O2 overall in a non-equilibrium geometry (wB97M-V/def2-TZVPD, the OMol25 dataset).

```
94
Properties=species:S:1:pos:R:3:mulliken_charge:R:1
C 0.175 -4.569 -0.720 0.24
C 0.930 -3.650 -0.915 -0.47
C 1.663 -2.351 -0.986 -0.66
C 0.696 -1.307 -1.646 -0.10
C 0.518 -0.020 -0.780 -0.45
O -0.834 0.122 -0.339 -0.17
C -1.674 0.546 -1.308 0.07
O -1.458 1.549 -1.917 -0.50
N -2.887 -0.178 -1.582 0.74
N -2.623 -1.378 -2.308 -0.63
C -3.591 -0.447 -0.408 -0.26
C -4.177 -0.823 0.573 -0.48
H -0.643 -5.258 -0.789 0.19
H 1.954 -2.043 0.015 0.33
H 2.512 -2.476 -1.656 0.30
H 1.011 -1.062 -2.658 0.47
H -0.277 -1.787 -1.653 -0.08
H 1.184 -0.090 0.077 0.28
H 0.868 0.827 -1.373 0.20
H -3.437 -1.587 -2.872 0.17
H -2.505 -2.137 -1.642 0.27
H -4.916 -1.217 1.227 0.49
C 1.313 4.073 0.148 -0.65
C 1.845 2.995 0.966 0.47
N 2.221 2.109 1.590 -0.50
H 0.243 3.953 -0.002 -0.06
H 1.472 5.043 0.617 0.39
H 1.786 4.098 -0.833 0.33
C -7.134 -2.217 -2.904 -0.84
C -5.996 -1.847 -3.734 0.51
N -5.100 -1.556 -4.389 -0.51
H -6.917 -3.110 -2.320 0.27
H -7.387 -1.416 -2.211 0.26
H -8.012 -2.421 -3.515 0.33
C -3.543 2.298 -4.036 -0.18
C -3.972 3.354 -4.944 0.15
N -4.308 4.191 -5.654 -0.40
H -4.344 1.581 -3.859 0.24
H -2.694 1.750 -4.438 0.29
H -3.240 2.701 -3.076 -0.16
C 0.315 -0.018 3.435 -0.09
C 0.637 -1.200 4.223 0.25
N 0.890 -2.119 4.863 -0.50
H 1.214 0.446 3.030 -0.02
H -0.336 -0.263 2.596 0.18
H -0.194 0.729 4.036 0.18
C -1.638 -8.925 -1.245 -0.69
C -2.082 -7.549 -1.069 0.40
N -2.429 -6.464 -0.931 -0.48
H -2.048 -9.571 -0.469 0.29
H -1.954 -9.319 -2.207 0.10
H -0.554 -9.000 -1.200 0.33
C 1.368 3.032 6.126 -0.83
C 0.595 3.103 4.894 0.43
N -0.003 3.158 3.917 -0.42
H 2.378 2.678 5.939 0.21
H 1.447 4.008 6.602 0.37
H 0.908 2.354 6.843 0.25
C -1.162 -11.893 -4.586 -0.85
C -0.347 -11.361 -3.502 0.44
N 0.298 -10.941 -2.652 -0.42
H -1.950 -12.540 -4.202 0.27
H -1.633 -11.091 -5.152 0.27
H -0.557 -12.478 -5.277 0.32
C 5.714 2.272 0.643 -0.54
C 6.820 3.215 0.555 0.30
N 7.688 3.962 0.486 -0.36
H 5.975 1.416 1.264 0.28
H 4.830 2.736 1.077 0.05
H 5.440 1.894 -0.342 0.26
C 2.487 -0.440 7.628 -0.45
C 3.266 0.792 7.657 0.41
N 3.882 1.760 7.679 -0.45
H 3.126 -1.309 7.773 0.33
H 1.734 -0.445 8.415 0.28
H 1.976 -0.563 6.673 -0.09
C -3.532 3.773 -0.131 -0.61
C -2.488 4.771 -0.315 0.51
N -1.666 5.559 -0.461 -0.52
H -3.186 2.961 0.508 0.20
H -4.414 4.212 0.334 0.40
H -3.835 3.342 -1.083 0.10
C -3.960 8.008 -1.040 -0.44
C -4.566 8.876 -0.039 0.29
N -5.044 9.557 0.751 -0.36
H -3.407 8.584 -1.781 0.28
H -3.265 7.305 -0.585 -0.04
H -4.716 7.431 -1.572 0.26
C 11.318 3.433 -0.087 -0.66
C 11.904 2.579 -1.112 0.31
N 12.366 1.906 -1.918 -0.35
H 11.974 3.514 0.778 0.27
H 11.141 4.438 -0.466 0.26
H 10.362 3.040 0.256 0.17
```

Values from the calculation:
* total charge: 0
* frontier orbital gap: 10.0 eV
* molecular weight: 658.82 g mol⁻¹
* LUMO: 0.00441 Eh
* largest force on an atom: 2.37 eV/Å

---

# C3H4F2N3

A 2-piece molecular cluster, C3H4F2N3 overall in a non-equilibrium geometry (wB97M-V/def2-TZVPD, the OMol25 dataset).

```
12
Properties=species:S:1:pos:R:3:nbo_charge:R:1
C 1.849 0.020 0.470 0.39
C -2.795 -0.755 -0.288 0.85
C -0.536 0.387 0.056 0.54
N -3.712 -0.107 0.154 -0.58
N 0.633 0.029 0.189 -0.49
N 2.849 -0.322 -0.335 -0.74
F -2.636 -1.843 -0.897 -0.21
F -0.916 1.640 -0.134 -0.30
H 2.126 0.210 1.468 0.21
H -3.676 0.942 0.316 0.46
H 3.739 -0.354 0.219 0.41
H 3.075 0.154 -1.218 0.44
```

Values from the calculation:
* total charge: +1
* frontier orbital gap (alpha / beta): 8.3 / 8.2 eV
* molecular weight: 120.08 g mol⁻¹
* LUMO (alpha / beta): -0.19823 / -0.19833 Eh
* largest force on an atom: 4.03 eV/Å

---

# C44H54N6O6P2PbS3Se

C44H54N6O6P2PbS3Se as an isolated structure in a non-equilibrium geometry (wB97M-V/def2-TZVPD, the OMol25 dataset).

```
117
Properties=species:S:1:pos:R:3:mulliken_charge:R:1
Pb 0.835 0.680 0.622 1.68
C -3.795 1.548 -5.902 -0.57
S -3.182 3.026 -5.039 -0.13
C -3.932 2.818 -3.386 -1.29
C -2.975 2.265 -2.345 -0.11
C -2.455 0.885 -2.731 -0.33
N -1.555 0.316 -1.740 0.70
P -2.083 -0.368 -0.250 0.08
C -3.798 -0.895 -0.684 0.55
C -4.951 -0.135 -0.527 -0.44
C -6.170 -0.632 -0.957 -0.87
C -6.250 -1.889 -1.535 -0.57
C -5.108 -2.661 -1.681 -0.85
C -3.892 -2.162 -1.253 0.03
C -2.442 1.024 0.898 0.75
C -1.885 2.297 0.799 0.29
C -1.991 3.193 1.851 -1.02
C -2.631 2.816 3.020 -0.71
C -3.204 1.558 3.123 -1.04
C -3.101 0.665 2.075 -1.14
P -0.105 -0.549 -2.183 0.12
C -0.497 -1.058 -3.911 0.25
C -1.237 -2.227 -4.062 -0.29
C -1.579 -2.683 -5.321 -0.75
C -1.177 -1.974 -6.441 -0.58
C -0.423 -0.821 -6.300 -0.88
C -0.078 -0.363 -5.041 -0.27
C 1.130 0.769 -2.525 0.49
C 0.864 2.098 -2.841 0.19
C 1.913 2.972 -3.063 -0.66
C 3.223 2.536 -2.969 -0.80
C 3.498 1.215 -2.657 -0.52
C 2.456 0.335 -2.442 -0.70
H -3.672 1.739 -6.964 0.36
H -4.849 1.414 -5.674 0.29
H -3.223 0.669 -5.617 -0.02
H -4.801 2.174 -3.508 0.42
H -4.263 3.810 -3.085 0.50
H -3.500 2.208 -1.391 0.09
H -2.136 2.949 -2.222 0.11
H -1.899 0.969 -3.668 0.36
H -3.312 0.216 -2.898 0.32
H -4.907 0.842 -0.065 0.27
H -7.062 -0.028 -0.853 0.45
H -7.204 -2.268 -1.872 0.40
H -5.164 -3.642 -2.132 0.45
H -2.992 -2.754 -1.364 0.35
H -1.381 2.604 -0.104 0.42
H -1.544 4.170 1.758 0.52
H -2.689 3.497 3.854 0.42
H -3.723 1.272 4.027 0.44
H -3.547 -0.321 2.156 0.62
H -1.540 -2.780 -3.183 0.27
H -2.148 -3.594 -5.430 0.44
H -1.447 -2.324 -7.426 0.40
H -0.094 -0.278 -7.173 0.44
H 0.518 0.532 -4.938 0.42
H -0.152 2.456 -2.893 0.14
H 1.708 4.002 -3.310 0.47
H 4.033 3.231 -3.127 0.38
H 4.520 0.874 -2.581 0.46
H 2.659 -0.701 -2.197 0.30
N -1.293 -2.424 2.096 -0.09
C -1.005 -3.614 2.903 0.11
C -0.235 -3.236 4.169 -1.68
C 1.180 -2.721 3.884 0.09
N 1.124 -1.419 3.230 0.07
C 1.943 -3.703 2.987 -1.17
C 1.186 -4.022 1.707 0.23
N 1.015 -2.786 0.909 1.30
C -0.193 -4.591 2.042 -1.27
H -1.509 -1.619 2.673 -0.20
H -2.077 -2.588 1.471 0.21
H 0.149 -2.321 1.368 -0.29
H -1.934 -4.118 3.218 0.39
H -0.173 -4.112 4.818 0.57
H -0.789 -2.463 4.709 0.48
H 1.716 -2.674 4.848 0.52
H 2.070 -1.061 3.139 0.01
H 0.641 -0.743 3.814 -0.28
H 2.109 -4.631 3.534 0.56
H 2.914 -3.275 2.739 0.39
H 1.761 -4.754 1.134 0.38
H 0.823 -2.972 -0.076 0.44
H 1.819 -2.100 0.973 -0.06
H -0.069 -5.523 2.592 0.54
H -0.754 -4.809 1.133 0.42
O 4.610 -2.058 -0.277 -0.81
C 5.489 -1.297 0.432 0.15
C 6.848 -1.435 0.177 -0.75
C 7.769 -0.660 0.853 -0.42
C 7.344 0.250 1.811 -0.75
C 5.998 0.393 2.078 -0.79
C 5.049 -0.374 1.397 0.03
C 3.628 -0.075 1.576 0.73
O 2.725 -0.639 0.731 -0.35
N 3.288 0.807 2.443 -0.92
N 2.024 1.300 2.365 0.66
C 1.725 2.294 3.267 0.02
S 0.570 1.701 4.686 -0.31
C 1.000 3.077 5.802 -0.57
C 2.096 3.944 5.191 -0.69
S 3.180 2.902 4.174 -0.12
H 3.735 -1.639 -0.093 0.18
H 7.157 -2.145 -0.574 0.47
H 8.820 -0.754 0.617 0.39
H 8.065 0.863 2.330 0.43
H 5.637 1.119 2.791 0.55
H 1.332 2.617 6.733 0.42
H 0.096 3.663 5.969 0.28
H 2.702 4.410 5.966 0.53
H 1.667 4.706 4.537 0.18
O 3.101 4.147 1.256 -0.63
Se 1.556 4.011 1.174 1.30
O 0.751 5.345 1.068 -0.77
O 1.049 2.968 0.039 -0.71
O 0.955 3.293 2.742 -0.48
```

Values from the calculation:
* total charge: 0
* frontier orbital gap: 6.7 eV
* molecular weight: 1207.26 g mol⁻¹
* LUMO: -0.00638 Eh
* largest force on an atom: 2.52 eV/Å

---

# C13H19BN6Pd

C13H19BN6Pd as an isolated structure (wB97M-V/def2-TZVPD, the OMol25 dataset).

```
40
Properties=species:S:1:pos:R:3:nbo_charge:R:1
Pd -0.077 -1.156 -1.133 0.83
C 4.339 -1.671 -1.197 -0.36
C 3.074 -2.085 -1.630 -0.03
N 2.126 -1.370 -1.040 -0.34
N 2.743 -0.492 -0.230 -0.32
C 4.074 -0.649 -0.308 -0.01
B 1.930 0.530 0.581 0.55
N 0.959 -0.228 1.525 -0.33
C 0.876 -0.105 2.861 -0.01
C -0.033 -1.028 3.333 -0.36
C -0.461 -1.701 2.186 -0.03
N 0.145 -1.222 1.108 -0.35
N 1.175 1.465 -0.402 -0.33
C 1.195 2.808 -0.431 -0.01
C 0.393 3.239 -1.467 -0.36
C -0.083 2.058 -2.043 -0.03
N 0.399 1.001 -1.403 -0.34
H 5.298 -2.058 -1.491 0.23
H 2.814 -2.861 -2.332 0.21
H 4.733 -0.031 0.276 0.22
H 2.665 1.201 1.255 -0.04
H 1.464 0.635 3.377 0.22
H -0.330 -1.197 4.353 0.23
H -1.167 -2.510 2.094 0.21
H 1.772 3.360 0.292 0.22
H 0.193 4.252 -1.769 0.23
H -0.745 1.925 -2.884 0.21
C -4.301 -0.503 -0.277 -0.60
C -2.792 -0.463 -0.017 -0.25
C -2.363 0.945 0.383 -0.60
C -2.048 -0.977 -1.235 -0.47
H -4.859 -0.255 0.628 0.21
H -4.625 -1.489 -0.614 0.20
H -4.574 0.223 -1.049 0.20
H -2.580 -1.134 0.818 0.20
H -2.478 1.634 -0.458 0.20
H -1.320 0.972 0.696 0.21
H -2.978 1.314 1.207 0.21
H -2.246 -0.351 -2.113 0.17
H -2.308 -2.024 -1.450 0.18
```

Values from the calculation:
* total charge: 0
* frontier orbital gap: 8.2 eV
* molecular weight: 376.57 g mol⁻¹
* LUMO: -0.00357 Eh
* largest force on an atom: 0.48 eV/Å